Record 1
64
Properties=species:S:1:pos:R:3:forces:R:3 method="wB97M-V/def2-TZVPD" s_squared=3.979 homo_ev="-6.7705 / -6.8836" total_energy_ha=-6570.7941 gap_ev="6.475 / 4.518" mol_weight_g_mol=692.4 fmax_ev_per_a=2.71 spin_multiplicity=4
C 1.5215 4.1326 0.3696 -0.267 -0.374 0.141
Se 2.1947 -0.8854 2.1258 -0.283 -0.110 0.198
H 1.0433 4.4141 1.3112 0.152 -0.032 -0.359
H -1.7572 -0.9612 -1.3899 -0.144 0.034 -0.003
H -1.8194 1.2127 -0.2531 0.130 -0.119 0.001
C 1.6837 0.7825 -2.9836 -0.137 0.144 0.640
H 1.8692 5.6557 -2.6832 -0.003 0.121 -0.041
C -2.4327 -3.3919 -5.3015 -0.032 0.007 -0.018
C -0.5745 -3.4461 3.9465 0.045 -0.004 -0.042
H 2.1447 -1.0895 5.1199 0.077 -0.003 0.125
H -3.1888 -1.8650 -3.2072 -0.166 0.011 -0.034
N 1.2256 2.8520 -0.0462 -0.899 0.120 0.771
H -1.0409 -0.3537 4.6863 0.107 -0.023 -0.047
H -3.1610 -4.0744 -4.8641 -0.049 -0.042 -0.021
C 1.3598 1.1837 -1.6917 0.761 1.391 -1.594
H 2.0238 4.3244 3.5838 0.325 -0.002 -0.006
O 2.3189 -1.7267 -0.9432 0.181 -0.238 -0.300
C 2.0787 3.0778 -3.6225 0.025 -0.387 -0.260
H -3.8298 -0.2383 -0.2700 0.063 0.041 -0.046
H -0.0759 -2.8867 1.9325 -0.059 -0.133 0.023
H 0.2661 -3.6373 -4.9952 0.014 -0.101 -0.114
C 1.7629 4.8890 -1.9298 -0.144 0.054 0.401
C 0.0186 -1.7674 -2.2170 0.398 0.022 0.434
Co 0.8415 1.2451 1.0232 -0.566 0.071 -1.214
C -0.1892 -3.0439 -4.2175 -0.078 0.035 0.061
C -1.3397 -1.5279 -2.2050 -0.088 0.104 -0.025
N 0.9456 0.3953 -0.6660 -0.821 -2.487 0.687
H -1.8451 -3.9412 -6.0317 -0.003 -0.026 -0.089
C 1.8034 3.5127 -2.3283 -0.193 -0.639 0.512
S 0.9765 -1.2416 -0.8022 -0.241 1.237 -0.445
H 0.7393 -2.4093 6.6985 0.118 0.082 0.083
H -1.3612 -4.1329 3.6623 -0.051 -0.036 -0.109
C 1.5623 5.1928 -0.6378 -0.138 0.063 -0.286
C 0.5941 -2.4891 5.6292 0.197 0.209 0.157
O 0.2122 -1.7138 0.3309 -0.134 -0.163 0.435
C 1.1872 3.6616 3.4921 -0.541 0.865 0.152
H 1.6635 -2.7288 -3.1542 0.117 -0.043 -0.075
C -2.1247 -2.0454 -3.2157 0.131 0.039 0.054
C -3.4416 -1.0070 1.7090 0.214 0.194 0.032
C 2.0359 1.7292 -3.9338 0.163 0.618 -0.330
H 2.2799 1.4032 -4.9351 0.028 -0.009 -0.053
N -0.8805 0.2659 3.9104 0.275 0.228 0.253
Cl 3.4148 4.0690 1.0244 0.770 0.231 0.451
C 1.1393 -1.8831 3.3832 -0.039 -0.204 0.198
C -1.5597 -2.8102 -4.2332 0.049 -0.038 0.023
N -0.3712 -3.3112 5.2482 -0.293 -0.234 0.228
H 2.3411 3.8130 -4.3694 0.017 0.021 -0.129
Cl 1.4723 2.1614 2.8273 1.214 -0.092 1.943
H 0.0122 0.7331 3.8756 -0.210 -0.148 0.036
C 0.1425 -2.7654 2.9791 0.227 0.149 -0.219
C -1.5439 0.0118 2.7596 -0.510 0.185 -0.143
C -2.6308 -0.8816 2.8051 -0.037 -0.035 -0.167
H 0.1723 4.0012 3.5521 -0.263 -0.025 0.032
C -2.0571 0.5884 0.6017 -0.338 0.000 -0.102
C 1.3783 -1.7572 4.7538 0.151 0.065 -0.398
N -1.2192 0.6888 1.6453 0.403 -0.205 0.168
H -4.2798 -1.6882 1.7178 -0.062 -0.030 0.020
H 1.5086 6.2098 -0.2826 0.029 0.103 -0.003
H -2.9843 -2.6039 -5.8120 -0.043 0.000 -0.089
C 0.6028 -2.5356 -3.2034 0.136 0.071 0.094
C -3.1762 -0.2150 0.5904 0.011 0.114 -0.108
C 1.4704 2.5563 -1.3442 0.289 -0.577 -1.370
H 1.6799 -0.2625 -3.2349 0.054 -0.031 -0.171
H -2.8031 -1.4447 3.7102 -0.040 -0.042 0.059


Record 2
64
Properties=species:S:1:pos:R:3:forces:R:3 method="wB97M-V/def2-TZVPD" homo_ev=-4.6709 total_energy_ha=-3765.7753 gap_ev=7.061 mol_weight_g_mol=704.4 relative_energy_kj_mol=0.0 fmax_ev_per_a=0.64 total_charge=-1
C -3.1792 2.0143 -3.4476 0.038 0.009 0.032
C -0.3576 -2.0239 1.9468 0.080 -0.280 0.115
O -1.7620 1.2566 -1.7180 0.043 0.015 -0.281
H 0.0512 -2.8888 -2.8634 -0.021 0.007 0.068
C -4.3788 1.9274 -4.1353 0.001 -0.155 0.162
H 2.1300 -1.4963 -2.8732 0.004 0.020 0.008
C 3.3879 0.3491 0.8702 0.174 -0.092 0.062
Cl -3.4245 -0.9163 -0.7844 -0.039 -0.041 0.080
H 1.9928 3.0023 -2.6472 0.005 -0.040 0.001
C -2.8505 1.1594 -2.3588 -0.201 0.053 -0.160
C 1.4754 2.4533 -1.8455 0.055 0.062 -0.089
H 4.1280 1.1616 0.8370 -0.030 0.004 -0.012
C 0.0979 -3.0423 1.0352 -0.030 0.013 0.175
H 3.5346 0.2233 -2.5790 -0.039 0.038 -0.018
H 0.7925 -5.0616 0.8211 -0.004 0.018 -0.031
Cl -6.1800 -1.1250 -2.3014 -0.052 -0.071 0.027
C 1.1742 0.4330 -3.1506 0.073 -0.002 -0.206
C 0.5013 -4.5937 2.8739 0.014 -0.077 0.083
C 1.9511 1.0676 2.5483 0.162 -0.137 -0.036
H 1.0975 -1.3633 -4.2718 -0.018 0.015 -0.007
C 0.8264 1.6157 3.2617 -0.149 0.079 0.093
C 0.1265 -2.8801 -0.4015 0.021 -0.010 -0.217
C 0.8648 1.4964 4.6659 0.044 -0.017 -0.146
H 3.6779 1.5722 -1.4779 -0.027 0.021 0.002
Sr -0.1372 0.6005 -0.0882 -0.515 0.310 0.207
H -0.6729 -1.6127 4.0249 0.004 0.000 -0.008
H 3.7582 -0.3837 1.6012 -0.014 0.037 0.003
H 4.3140 -0.7957 -0.6659 0.004 -0.008 0.005
H 1.7686 0.7856 -4.0134 -0.014 0.108 0.071
O -0.3948 2.4396 1.3759 0.039 0.165 0.192
C 3.1065 0.6579 -1.6672 0.126 -0.102 -0.030
C -5.3241 0.9644 -3.7834 0.074 0.027 0.018
H -2.0457 2.9718 5.4977 -0.015 0.007 -0.007
C 1.1692 -1.0973 -3.2134 0.030 -0.031 0.092
C -0.3396 -2.3786 3.3340 0.004 0.085 0.058
C -0.1387 1.9616 5.4750 -0.042 0.014 0.159
H 2.7699 0.7612 3.2201 0.014 -0.020 -0.055
C -3.8351 0.1753 -2.0527 0.162 0.057 -0.042
H 0.2018 -3.8256 -0.9636 -0.008 0.004 0.014
H 0.8182 -5.5666 3.2266 -0.001 0.002 -0.010
C 3.3462 -0.3105 -0.5042 -0.052 0.071 0.048
C -5.0320 0.0857 -2.7380 0.010 0.074 -0.059
C 0.4859 -4.3008 1.5335 -0.014 0.052 -0.052
Cl -4.7110 3.0138 -5.4324 -0.016 0.063 -0.081
C 0.0815 -3.6026 3.7781 0.006 -0.004 -0.095
H -2.1523 3.2397 3.0520 0.005 -0.003 -0.009
H 1.7226 1.0025 5.1131 0.015 -0.008 -0.021
H 0.4080 2.6748 -1.9244 -0.013 -0.038 -0.066
C -1.2399 2.5981 4.8758 0.113 -0.058 -0.046
H 0.0819 -3.8137 4.8419 -0.004 0.007 0.008
H 1.8309 2.8189 -0.8809 -0.027 0.028 0.000
C 0.0366 -1.8468 -2.5052 -0.102 -0.090 -0.221
C -0.2888 2.2681 2.6346 0.044 0.107 0.166
Cl -1.9900 3.1916 -3.8860 0.032 0.024 -0.004
Cl -6.8257 0.8583 -4.6296 -0.066 -0.013 -0.033
N 1.7034 1.0114 -1.9146 0.123 -0.147 0.021
O -0.7769 -0.8785 1.5919 -0.010 -0.278 0.053
C -1.3051 2.7513 3.5184 -0.087 0.079 -0.057
H 0.1588 0.8167 -3.2820 -0.014 -0.046 -0.008
N 2.1020 0.8841 1.2879 -0.008 0.116 0.032
H 2.5905 -1.1009 -0.5054 -0.015 0.008 -0.044
N 0.0812 -1.7881 -1.0629 0.112 -0.026 0.122
H -0.0835 1.8417 6.5492 -0.008 0.002 -0.006
H -0.9201 -1.4131 -2.8226 0.025 -0.005 -0.019


Record 3
64
Properties=species:S:1:pos:R:3:forces:R:3 method="wB97M-V/def2-TZVPD" homo_ev="-17.1624 / -17.2671" total_energy_ha=-2668.7672 gap_ev="4.845 / 4.993" mol_weight_g_mol=756.9 relative_energy_kj_mol=81.1 fmax_ev_per_a=3.64 total_charge=+3
Os -0.2102 0.2742 -0.0822 -0.766 2.486 0.721
H -0.9614 -4.2156 -0.8905 0.034 0.096 0.021
C 4.4960 0.3397 -0.0486 -0.046 0.009 -0.031
N 0.1866 0.2239 2.0074 -0.388 -0.155 0.019
C 1.5212 0.3134 2.2857 -0.091 0.031 0.018
H -1.4486 -5.7421 1.7558 0.023 -0.007 -0.003
N 1.7673 0.2795 -0.0658 0.088 0.312 0.025
C -4.4518 4.1432 0.0250 -0.139 0.048 0.000
C -2.1449 -0.0890 2.7310 0.021 0.061 0.035
C 3.7945 0.3405 1.1473 0.045 0.018 -0.024
C -0.2221 0.0628 -4.4913 0.015 0.070 0.057
N 0.2071 0.1713 -2.1497 -0.475 -0.560 0.015
C -0.6514 -4.5822 0.0868 0.099 0.014 0.210
H 1.4835 0.1067 -5.7856 0.011 -0.006 0.000
O -0.3138 -1.9225 0.1891 0.372 1.586 -1.197
C 2.4260 0.2762 -1.2375 -0.038 -0.080 -0.061
F -2.5553 0.4781 -0.0813 -0.036 -0.147 0.002
H -2.5816 0.9464 -2.8094 -0.002 0.002 0.053
H -2.6819 -5.1535 0.6291 0.022 0.074 0.058
S -0.7062 2.7697 -0.0785 1.425 -3.347 0.055
H -2.6334 -0.5657 -3.6926 0.013 0.006 -0.010
C -3.1904 1.6772 -0.0523 0.187 0.489 -0.071
C -4.5525 1.7081 -0.0167 -0.075 -0.082 0.016
H 0.3319 -5.0417 0.0126 0.008 0.047 -0.136
C -0.6696 0.0700 -3.1736 0.068 -0.135 -0.018
H 3.2468 -3.3836 1.4207 -0.001 -0.001 -0.001
C 3.8088 0.3156 -1.2536 0.030 -0.017 0.005
H -1.6314 -6.4833 0.1757 0.055 0.016 -0.011
C -3.0730 4.0854 -0.0209 0.224 -0.222 0.077
H 1.2798 -2.5286 2.5785 -0.109 -0.062 0.095
C -2.1288 -0.0461 -2.8809 0.021 -0.015 -0.041
H -2.6862 0.8605 2.7134 0.008 0.012 -0.049
H 3.0897 0.1906 -3.9019 0.005 0.036 0.021
C 2.4106 0.3206 1.1129 0.022 -0.035 0.070
C 1.1606 -3.3654 1.8872 0.004 -0.004 -0.296
C -1.6645 -5.5329 0.7076 -0.147 -0.092 -0.003
H -2.2801 -0.6058 1.7860 -0.049 -0.076 0.100
H -2.3009 -0.5983 -1.9612 -0.040 -0.064 -0.108
H 3.0470 0.4363 3.7801 0.005 0.003 -0.007
C -5.1968 2.9620 0.0268 0.317 -0.100 -0.025
C -0.2633 0.2099 4.3459 0.020 0.011 -0.051
H 2.2958 -4.3197 0.2864 0.011 0.017 -0.023
C 1.5484 0.2107 -2.4194 -0.059 0.052 0.018
S -0.4796 -3.1142 1.1546 -0.006 0.004 0.478
H 4.3507 0.3294 -2.1874 -0.003 -0.030 -0.004
H 2.2598 -2.5501 0.2099 0.029 -0.021 -0.020
H -2.5927 -0.6888 3.5212 0.004 0.000 0.002
C 2.0280 0.1783 -3.7058 0.049 0.025 -0.011
F -5.2540 0.5957 -0.0170 -0.080 0.008 0.017
C 1.1270 0.1210 -4.7642 -0.024 -0.012 -0.026
C -2.3948 2.8412 -0.0524 -0.510 -0.321 -0.085
C -0.6961 0.1334 3.0240 0.059 -0.145 0.006
H 1.4245 0.3851 5.6540 0.005 0.015 0.001
H -0.9490 0.0032 -5.2892 0.003 -0.021 -0.006
F -6.4880 3.0049 0.0685 -0.133 0.017 0.003
H 1.0834 -4.2861 2.4703 -0.075 0.024 0.054
H -0.9981 0.1618 5.1377 0.006 -0.024 0.010
F -2.3716 5.1882 -0.0319 0.003 0.094 0.012
C 1.9885 0.3644 3.5791 0.052 0.047 -0.027
H 5.5776 0.3578 -0.0452 0.001 0.021 0.014
H 4.3284 0.3624 2.0855 -0.021 0.003 0.016
C 2.3001 -3.4093 0.8815 -0.018 0.019 0.022
C 1.0794 0.3337 4.6298 -0.023 -0.013 0.038
F -5.0675 5.2963 0.0681 -0.013 0.021 -0.017


Record 4
59
Properties=species:S:1:pos:R:3:forces:R:3 method="wB97M-V/def2-TZVPD" homo_ev=-8.1481 total_energy_ha=-2572.2611 gap_ev=5.560 mol_weight_g_mol=574.9 relative_energy_kj_mol=0.0 fmax_ev_per_a=2.59
C -0.7644 3.3611 -1.1166 0.736 0.340 0.363
H 3.2923 -3.5707 -5.1197 -0.114 0.076 0.117
C -0.3880 3.0925 3.5652 -0.549 1.159 -1.131
C 1.5115 -0.8753 4.8272 -0.003 -0.565 -0.116
O -1.7135 -0.1083 -4.2645 0.417 -0.077 0.314
H -0.1823 3.2004 4.6312 0.004 -0.236 -0.352
B -3.0295 0.4101 -4.1800 -0.225 0.034 0.354
C 1.2139 -3.1479 3.9604 0.165 -0.062 -0.401
C 1.2258 -2.2228 5.0336 -0.047 0.706 0.177
H 0.7284 -0.0776 -4.9464 0.122 -0.453 -0.032
C 0.9546 -1.1210 -4.6996 0.136 -0.272 -0.070
C -0.7424 -0.5906 -2.0889 0.152 1.086 1.565
C 1.8037 -1.3949 2.4080 -0.405 0.766 0.972
H -0.5150 3.5090 -2.1696 0.057 -0.059 0.366
C 2.1446 -1.7428 -5.1028 -0.263 -0.052 0.029
H 1.4561 -0.1164 5.6128 0.172 -0.477 -0.024
C 0.5034 3.4587 2.4905 -0.718 0.408 0.174
H 2.6039 1.6667 3.6045 0.100 -0.160 -0.262
H -0.4243 -3.6517 -2.8988 0.253 -0.049 -0.231
H -2.8030 2.9427 -1.6494 0.155 -0.227 0.319
H -2.5776 2.4633 3.5055 0.428 0.071 -0.068
H 1.2027 3.8419 -0.3214 -0.344 -0.072 -0.096
C -1.6634 2.7394 2.9800 0.331 0.283 -0.079
C 2.0364 -0.6456 1.2079 0.156 0.816 0.101
C 1.8811 -0.4701 3.5220 -0.127 0.289 -0.768
C 2.3899 -3.0798 -4.7636 -0.137 0.345 0.144
H 0.9683 -4.1976 4.1779 0.181 0.575 -0.189
H 1.5008 3.8914 2.5700 -0.272 -0.388 0.164
H -1.5586 -0.2070 -1.4571 0.277 -0.018 -0.344
H -1.4672 -0.6499 4.1196 -0.088 0.062 -0.149
H 0.9954 -2.5837 6.0420 0.029 0.202 -0.431
H 1.6958 -4.7995 -3.6437 -0.052 0.269 -0.133
H -0.0181 0.2240 -2.2772 -0.206 -0.261 0.088
H -2.4220 -0.2138 2.6866 0.174 -0.120 0.171
H 2.8674 -1.1711 -5.6925 -0.206 -0.307 0.165
Cl -2.9711 2.2657 -4.5649 0.061 -0.210 0.060
H 1.4814 -3.4581 1.8270 -0.114 0.167 0.342
Zr 0.0171 1.0799 2.4517 0.642 -1.827 -1.713
C 2.3405 0.7030 1.5456 0.292 -1.040 0.826
H -0.2321 -1.3724 -1.5157 0.020 -0.011 -0.153
H -1.1988 -1.4885 2.5962 0.184 0.357 0.056
C -0.2297 3.3712 1.2364 -0.010 -0.533 1.071
H 2.7541 1.4505 0.8790 -0.268 -0.070 -0.016
C -2.1004 3.0073 -0.8145 -0.625 -0.177 0.429
H -3.5300 2.4579 0.7205 0.309 0.092 -0.244
Cl -4.3228 -0.4273 -5.2553 0.436 0.058 -0.046
C -2.5072 2.7603 0.4829 -0.142 -0.038 -0.245
C -1.2241 -1.1167 -3.4006 -0.077 -0.970 -0.924
C 1.4912 -2.7498 2.6596 -0.141 -0.120 0.102
C 0.0201 -1.8407 -3.9580 -0.354 0.239 -0.058
C 2.2469 0.8417 2.9946 -0.048 -0.266 -0.149
Cl -3.7862 0.2416 -2.3755 -0.065 0.164 -0.092
C 0.3049 -3.1531 -3.5420 -0.054 0.512 -0.347
C 1.4847 -3.7733 -3.9504 -0.069 0.148 -0.102
C 0.1714 3.5472 -0.1150 -0.051 -0.060 -0.510
H -2.0211 -1.8537 -3.2502 0.101 -0.082 0.099
C -1.5779 2.9458 1.5424 0.633 -0.270 0.609
C -1.4116 -0.4957 3.0313 -0.749 -0.077 0.153
H 2.0941 -1.1060 0.2220 -0.195 0.385 0.143